1.
This record from the OMol25 dataset describes a molecular structure, C33H40IN4OPTi. The level of theory is wB97M-V/def2-TZVPD.

XYZ file:
```
81
Properties=species:S:1:pos:R:3:forces:R:3
Ti 1.52303 0.05592 -0.27956 -0.1 -0.1 -0.1
C 4.22641 1.42845 0.36817 0.0 0.0 0.0
C 3.35820 2.44616 -0.39005 0.0 0.0 0.0
N 1.95023 2.27682 0.01588 0.0 0.0 0.0
C 1.67297 2.77179 1.37564 0.0 0.0 0.0
C 0.61215 1.91213 2.03943 0.0 0.0 0.0
N 0.89300 0.47835 1.84861 0.0 0.0 0.0
C 1.88261 -0.11347 2.76983 0.0 0.0 0.0
C 3.29975 0.24759 2.34681 0.0 0.0 0.0
N 3.41973 0.29361 0.87338 0.1 -0.1 0.1
H 4.99437 1.02095 -0.29010 0.0 0.0 0.0
H 4.75081 1.90183 1.20011 0.0 0.0 0.0
H 3.70496 3.46712 -0.20260 0.0 0.0 0.0
H 3.41736 2.25891 -1.46114 0.0 0.0 0.0
H 1.34295 2.74896 -0.64552 0.0 0.0 0.0
H 2.60266 2.75140 1.93905 0.0 0.0 0.0
H 1.34349 3.81382 1.35617 0.0 0.0 0.0
H 0.52369 2.16230 3.10215 0.0 0.0 0.0
H -0.35070 2.11090 1.57156 0.0 0.0 0.0
H 0.02243 -0.03318 1.97697 0.0 0.0 0.0
H 1.69856 0.20702 3.80096 0.0 0.0 0.0
H 1.74524 -1.19255 2.72669 0.0 0.0 0.0
H 3.58820 1.21053 2.76563 0.0 0.0 0.0
H 4.00508 -0.48874 2.74074 0.0 0.0 0.0
H 3.96973 -0.56126 0.62282 0.0 0.1 -0.2
C -2.89299 2.39669 4.35507 0.0 0.0 0.0
C -3.20636 2.75835 3.05065 0.0 0.0 0.0
C -2.99334 1.86799 2.00846 0.0 0.0 0.0
C -2.46117 0.60290 2.25503 0.0 0.0 0.0
C -2.15319 0.25133 3.56964 0.0 0.0 0.0
C -2.36964 1.13893 4.61583 0.0 0.0 0.0
P -2.09186 -0.63738 0.94727 0.0 0.0 0.0
C -3.74868 -1.34332 0.62359 0.0 0.0 0.0
C -3.87716 -2.22273 -0.45486 0.0 0.0 0.0
C -5.09363 -2.81928 -0.73857 0.0 0.0 0.0
C -6.19941 -2.55956 0.06136 0.0 0.0 0.0
C -6.07858 -1.70201 1.14209 0.0 0.0 0.0
C -4.85998 -1.09408 1.42222 0.0 0.0 0.0
C -1.79294 0.42252 -0.52533 0.0 0.0 0.0
C -2.88389 0.90831 -1.25113 0.0 0.0 0.0
C -2.70560 1.70951 -2.36652 0.0 0.0 0.0
C -1.41861 2.02543 -2.76847 0.0 0.0 0.0
C -0.33454 1.53594 -2.05281 -0.1 0.0 0.0
C -0.46830 0.71834 -0.91475 0.1 0.0 0.0
H -3.05749 3.09477 5.16574 0.0 0.0 0.0
H -3.61908 3.73786 2.84474 0.0 0.0 0.0
H -3.23182 2.16253 0.99425 0.0 0.0 0.0
H -1.74058 -0.73173 3.77374 0.0 0.0 0.0
H -2.12860 0.84837 5.63033 0.0 0.0 0.0
H -3.02193 -2.43346 -1.08618 0.0 0.0 0.0
H -5.17853 -3.49190 -1.58227 0.0 0.0 0.0
H -7.14993 -3.02836 -0.15773 0.0 0.0 0.0
H -6.93523 -1.49682 1.77127 0.0 0.0 0.0
H -4.78416 -0.42070 2.26638 0.0 0.0 0.0
H -3.89045 0.64785 -0.94484 0.0 0.0 0.0
H -3.56343 2.07350 -2.91768 0.0 0.0 0.0
H -1.25146 2.63398 -3.64903 0.0 0.0 0.0
H 0.65238 1.76534 -2.44331 0.0 0.0 0.0
C 1.53238 -1.97803 0.22755 -0.1 0.0 0.1
C 1.25891 -2.53672 -1.12828 0.1 0.0 0.1
C 2.31085 -3.00918 -1.92511 0.0 0.0 -0.1
C 2.06965 -3.44846 -3.21339 0.0 0.0 0.0
C 0.78105 -3.41585 -3.74678 0.0 0.0 0.0
C -0.26634 -2.94960 -2.96831 0.0 0.0 0.0
C -0.02576 -2.51719 -1.66912 0.0 0.0 0.0
H 2.47061 -2.34373 0.64591 0.0 0.0 0.0
H 0.69668 -2.15953 0.91164 0.0 0.0 0.0
H 3.32038 -3.00201 -1.52807 0.0 0.0 0.0
H 2.89538 -3.81359 -3.81125 0.0 0.0 0.0
H 0.59938 -3.76060 -4.75684 0.0 0.0 0.0
H -1.27367 -2.92396 -3.36714 0.0 0.0 0.0
H -0.84490 -2.16889 -1.05363 0.0 0.0 0.0
N 2.03617 0.13308 -4.06137 -0.1 0.0 0.0
C 2.99294 0.04156 -3.04522 0.1 0.0 0.1
O 2.41865 0.03669 -1.82489 -0.2 0.1 0.0
C 4.31640 0.00942 -3.19164 0.0 0.0 -0.1
I 5.71061 -2.01594 0.00242 0.0 0.0 0.1
H 1.21519 -0.42098 -3.84312 0.0 0.0 0.0
H 2.40868 -0.13698 -4.96017 0.0 0.0 0.0
H 4.95617 -0.10363 -2.32936 0.0 0.0 0.0
H 4.75387 -0.01037 -4.17966 0.0 0.0 0.0
```
Positions in Å, forces in eV/Å.

As for the orbital gap: 6.837 eV. The electronic energy comes out at -3064.34238 Ha. The net charge is 0. The HOMO energy is -6.99 eV.

=====

2.
This record from the OMol25 dataset describes a molecular structure, C33H40InN6O at a distorted geometry. The level of theory is wB97M-V/def2-TZVPD.

XYZ file:
```
81
Properties=species:S:1:pos:R:3:forces:R:3
In 0.11657 0.14401 0.04787 2.3 -0.2 0.4
N -2.74782 -2.63600 2.15474 1.7 2.0 -0.5
N -0.60356 -2.32177 -0.57803 -0.6 0.2 -2.4
C 3.00382 0.05782 0.45577 -0.2 -0.5 1.1
C 3.04374 -1.31693 0.83293 -0.6 1.4 0.7
C 2.58578 -1.41256 2.18076 0.0 1.1 -0.7
C 2.43715 -2.64176 2.99477 0.0 -0.3 0.4
H 2.55935 -3.54428 2.38587 0.0 0.0 0.1
H 1.44624 -2.69003 3.46960 0.1 -0.1 -0.1
H 3.18552 -2.65853 3.80267 -0.1 -0.3 0.0
C 2.24177 -0.11157 2.63178 0.3 -0.3 -1.4
C 1.67178 0.24223 3.94834 -0.2 0.2 0.5
H 2.34071 0.93218 4.48612 -0.2 -0.1 0.2
H 1.53157 -0.65395 4.56505 0.0 0.2 0.0
H 0.68554 0.72279 3.84498 0.2 0.0 0.1
C 2.47608 0.80496 1.56462 0.1 -1.3 -0.2
C 2.25746 2.27249 1.60257 0.4 0.4 0.2
H 1.50733 2.54945 2.35583 0.0 0.0 -0.1
H 1.93194 2.67819 0.63365 0.0 -0.1 0.1
H 3.19337 2.78782 1.87166 -0.2 0.2 0.0
C 3.46460 -2.43409 -0.04273 0.4 -0.3 -0.2
H 4.54611 -2.60960 0.06959 -0.1 -0.3 -0.2
H 3.27053 -2.21743 -1.10312 0.0 -0.1 0.2
H 2.93936 -3.36494 0.21167 0.1 0.1 -0.1
C 3.40066 0.63215 -0.85327 0.4 0.2 -0.1
H 2.54732 0.87754 -1.51667 0.0 0.0 0.2
H 4.04290 -0.07219 -1.39673 0.0 0.2 0.0
H 3.95597 1.56590 -0.68754 0.1 -0.1 -0.3
C -3.05441 -2.86047 3.41633 0.0 -1.3 0.4
H -3.82065 -2.21736 3.86431 -0.1 -0.4 -0.2
C -2.44915 -3.88593 4.17244 0.2 0.3 -0.7
H -2.73761 -4.03210 5.20735 0.0 -0.2 -0.1
C -1.49160 -4.67044 3.50675 -0.2 0.3 0.2
H -1.13878 -5.59800 3.95005 0.1 0.2 0.1
C -0.95879 -4.20427 2.30429 -0.8 1.0 -0.2
H -0.14059 -4.67766 1.76500 0.0 0.0 0.4
C -1.50154 -3.01377 1.71364 -0.3 -1.3 0.7
C -0.64890 -2.19310 0.82605 0.5 0.8 0.8
H 0.31535 -1.83119 1.30162 -0.4 -1.5 -0.4
C -0.88641 -1.16721 -1.30771 -1.0 -2.3 -0.5
C -0.06998 -3.28468 -1.46295 -0.2 0.9 0.5
H 0.27755 -4.23841 -1.08783 -0.1 0.1 -0.2
C -0.07765 -2.74485 -2.71032 0.1 -0.8 0.1
H 0.20225 -3.22713 -3.63454 0.0 0.2 0.0
N -0.63851 -1.47262 -2.63347 0.1 -0.1 0.5
C -0.71836 -0.38402 -3.55257 0.2 0.3 1.1
C 0.45387 0.12979 -4.12067 0.0 0.2 0.3
C 0.46062 1.44208 -4.60952 -0.2 -0.2 -0.1
H 1.40754 1.85891 -4.97482 -0.4 -0.2 0.1
C -0.68760 2.23204 -4.56824 -0.2 -0.4 -0.1
C -0.66640 3.65131 -5.05953 0.0 0.3 -0.1
H -0.35556 4.34819 -4.26573 0.0 -0.1 -0.1
H -1.65565 3.98283 -5.40037 0.2 -0.1 0.0
H 0.04359 3.77548 -5.88665 -0.2 0.0 0.2
C -1.84747 1.68625 -4.00365 0.2 0.3 -0.1
H -2.75561 2.29561 -3.95201 0.3 -0.1 0.0
C -1.86573 0.42047 -3.43209 0.2 0.0 -0.4
C -3.05371 -0.02023 -2.64622 -1.0 0.0 0.4
H -3.60468 -0.84885 -3.11614 0.2 0.1 0.0
H -3.74982 0.82308 -2.53627 0.0 -0.2 -0.1
H -2.76013 -0.35477 -1.62938 -0.2 0.2 -0.7
C 1.75024 -0.61719 -4.03037 0.7 -0.2 -0.1
H 1.68367 -1.66200 -4.38062 0.0 0.5 0.1
H 2.13696 -0.63506 -2.98996 -0.4 0.0 -0.5
H 2.49383 -0.08259 -4.64460 -0.1 -0.3 0.2
C -2.80570 2.72747 3.66966 -0.2 0.2 0.2
N -2.27175 2.77296 2.31003 -0.6 0.7 0.0
C -2.64785 3.82014 1.50486 0.4 -0.4 0.2
C -2.13551 3.98717 0.25632 -0.9 1.2 0.3
C -1.21262 3.04102 -0.20697 1.3 -2.1 0.4
N -0.95706 1.96335 0.55448 -1.5 1.8 -0.2
C -1.50671 1.74067 1.79315 0.9 -2.2 0.5
O -1.28905 0.65539 2.37988 -0.8 2.9 -0.8
N -0.55477 3.17208 -1.37981 -0.7 0.5 0.1
H -3.90048 2.75250 3.63215 0.1 -0.2 0.0
H -2.47573 3.61532 4.22479 0.1 -0.2 -0.1
H -2.47510 1.82960 4.19065 0.1 0.0 -0.3
H -3.38315 4.48018 1.96781 0.3 0.0 -0.3
H -2.42127 4.81277 -0.39315 -0.1 -0.1 0.4
H -0.83647 3.91323 -2.00368 0.0 -0.1 0.2
H -0.04877 2.41207 -1.82452 0.1 -0.3 0.5
```
Positions in Å, forces in eV/Å.

As for the orbital gap (alpha / beta): 3.506 / 3.507 eV. The electronic energy comes out at -1875.23302 Ha. The net charge is -1. The HOMO energy (alpha / beta) is -1.46 / -1.47 eV.

=====

Q: electronic energy of number 2 (C33H40InN6O)?
A: -1875.23302 Ha